{
  "formula": "C4H12O2",
  "method": "the ωB97M-V functional and the def2-TZVPD basis",
  "elements": ["O", "O", "C", "C", "C", "C", "H", "H", "H", "H", "H", "H", "H", "H", "H", "H", "H", "H"],
  "positions_angstrom": [[3.37, 0.04, 0.22], [1.51, -2.42, -0.80], [0.26, 0.57, -1.30], [-2.39, 0.47, 1.57], [-1.07, 0.41, -0.59], [-1.18, 0.71, 0.71], [0.95, 0.83, -0.50], [0.19, 1.27, -2.14], [-1.88, -0.22, -0.93], [3.04, -0.50, -0.51], [0.51, -0.40, -1.72], [0.60, -2.17, -0.59], [1.90, -2.08, 0.03], [-2.31, -0.53, 2.01], [2.82, 0.83, 0.10], [-0.56, 1.55, 1.03], [-2.41, 1.20, 2.36], [-3.34, 0.45, 1.05]],
  "lowdin_charge": [-0.062, -0.066, -0.094, -0.109, -0.173, -0.191, 0.043, 0.079, 0.102, 0.016, 0.052, 0.030, 0.042, 0.070, 0.025, 0.103, 0.062, 0.073],
  "e_above_lowest_kj_mol": 109.5,
  "orbital_gap_ha": 0.37756,
  "mol_weight_g_mol": 92.14,
  "lumo_energy_ev": 0.7705,
  "smiles": "C/C=C/C.O.O"
}



{
  "formula": "C4H12O2",
  "method": "the ωB97M-V functional and the def2-TZVPD basis",
  "elements": ["O", "O", "C", "C", "C", "C", "H", "H", "H", "H", "H", "H", "H", "H", "H", "H", "H", "H"],
  "positions_angstrom": [[-4.76, 4.38, -1.73], [-0.71, -1.48, -3.15], [1.35, -2.23, 0.57], [1.67, 0.13, 1.40], [1.70, -1.34, 1.77], [1.01, 1.07, 2.06], [-4.66, 5.21, -2.20], [0.49, 0.86, 2.98], [-0.72, -1.57, -4.11], [2.20, 0.37, 0.48], [0.80, -3.11, 0.87], [2.71, -1.53, 2.13], [-1.33, -0.76, -2.98], [-4.67, 3.68, -2.39], [2.25, -2.64, 0.12], [0.77, -1.68, -0.18], [0.99, -1.46, 2.58], [0.91, 2.10, 1.78]],
  "lowdin_charge": [-0.064, -0.063, -0.107, -0.205, -0.260, -0.014, 0.032, 0.048, 0.033, 0.099, 0.062, 0.104, 0.030, 0.032, 0.065, 0.068, 0.098, 0.041],
  "e_above_lowest_kj_mol": 86.6,
  "orbital_gap_ha": 0.37234,
  "mol_weight_g_mol": 92.14,
  "lumo_energy_ev": 0.6210,
  "smiles": "C=CCC.O.O"
}



{
  "formula": "C4H12O2S2",
  "method": "the ωB97M-V functional and the def2-TZVPD basis",
  "elements": ["S", "S", "O", "O", "C", "C", "C", "C", "H", "H", "H", "H", "H", "H", "H", "H", "H", "H", "H", "H"],
  "positions_angstrom": [[0.59, 1.04, 2.18], [-0.87, -1.41, -0.92], [1.11, -0.03, 1.15], [-2.02, -2.05, -1.67], [0.84, 2.55, 1.26], [0.46, -2.60, -1.03], [-0.11, -0.25, -2.11], [-1.12, 0.79, 1.92], [0.65, 3.38, 1.78], [-1.06, 0.27, -2.54], [0.43, -0.94, -2.83], [-1.84, 1.34, 2.68], [0.34, -3.34, -0.18], [-1.07, 0.92, 0.85], [1.97, 2.70, 1.00], [0.34, 2.77, 0.31], [0.77, -3.17, -1.90], [-1.55, 0.03, 2.31], [0.87, 0.07, -1.64], [1.28, -2.05, -0.62]],
  "lowdin_charge": [0.877, 0.796, -0.603, -0.582, -0.281, -0.292, -0.274, -0.283, -0.012, 0.088, 0.054, 0.126, 0.074, 0.031, 0.108, 0.071, 0.063, -0.034, 0.058, 0.015],
  "e_above_lowest_kj_mol": 438.8,
  "orbital_gap_ha": 0.33216,
  "mol_weight_g_mol": 156.27,
  "lumo_energy_ev": 0.5017
}



{
  "formula": "C4H12O3",
  "method": "the ωB97M-V functional and the def2-TZVPD basis",
  "elements": ["O", "O", "O", "C", "C", "C", "C", "H", "H", "H", "H", "H", "H", "H", "H", "H", "H", "H", "H"],
  "positions_angstrom": [[1.42, 1.32, 0.16], [1.79, 3.19, 2.52], [-2.07, 1.91, 1.57], [0.06, -3.48, -2.21], [0.06, -1.47, -0.69], [-0.79, -0.60, -0.11], [-0.50, -2.35, -1.66], [-0.13, -3.94, -3.19], [1.22, -1.65, -0.36], [-2.81, 2.15, 0.89], [-1.97, 2.68, 2.09], [0.77, -3.88, -1.51], [-1.37, -1.87, -2.10], [1.45, 4.14, 2.59], [-0.51, 0.11, 0.67], [-1.72, -0.35, -0.51], [1.75, 2.82, 1.66], [1.15, 0.48, -0.33], [2.22, 0.80, 0.52]],
  "lowdin_charge": [-0.124, -0.082, -0.080, 0.022, -0.218, 0.011, -0.235, 0.062, 0.164, 0.105, -0.001, 0.034, 0.099, 0.071, 0.046, 0.050, -0.033, 0.013, 0.094],
  "e_above_lowest_kj_mol": 291.4,
  "orbital_gap_ha": 0.34431,
  "mol_weight_g_mol": 108.14,
  "lumo_energy_ev": 0.5958,
  "smiles": "C=CC=C.O.O.O"
}



{
  "formula": "C4H12O3",
  "method": "the ωB97M-V functional and the def2-TZVPD basis",
  "elements": ["O", "O", "O", "C", "C", "C", "C", "H", "H", "H", "H", "H", "H", "H", "H", "H", "H", "H", "H"],
  "positions_angstrom": [[0.99, -2.02, -1.88], [1.71, -4.57, 0.72], [0.22, -0.73, 1.35], [0.38, 3.11, -1.12], [-2.35, 1.85, 0.91], [-0.71, 2.41, -0.77], [-1.12, 2.27, 0.64], [0.65, -1.21, -1.57], [-0.25, -0.58, 2.17], [-3.24, 1.72, 0.32], [0.75, 3.18, -2.13], [0.20, -2.55, -2.11], [-0.33, 2.49, 1.34], [2.43, -3.98, 0.46], [0.82, 3.69, -0.31], [2.31, -5.18, 1.20], [-2.54, 1.48, 1.93], [-1.30, 2.01, -1.57], [0.19, 0.09, 0.87]],
  "lowdin_charge": [-0.049, -0.076, -0.045, 0.010, 0.004, -0.212, -0.219, -0.008, 0.036, 0.065, 0.055, 0.053, 0.108, 0.030, 0.060, 0.041, 0.059, 0.099, -0.012],
  "e_above_lowest_kj_mol": 197.5,
  "orbital_gap_ha": 0.36545,
  "mol_weight_g_mol": 108.14,
  "lumo_energy_ev": 0.6444,
  "smiles": "C=CC=C.O.O.O"
}



{
  "formula": "C4H12O3",
  "method": "the ωB97M-V functional and the def2-TZVPD basis",
  "elements": ["O", "O", "O", "C", "C", "C", "C", "H", "H", "H", "H", "H", "H", "H", "H", "H", "H", "H", "H"],
  "positions_angstrom": [[-1.93, 0.17, -1.68], [-0.47, 1.82, -0.98], [0.16, -1.37, 1.11], [-2.29, 1.11, 0.46], [2.51, -0.89, 1.28], [1.31, -1.68, 0.87], [-1.25, 0.72, -0.58], [-1.06, 2.52, -1.29], [3.12, -0.70, 0.40], [1.13, -0.15, -1.67], [-1.81, 1.59, 1.30], [-3.01, 1.79, 0.01], [3.09, -1.45, 2.00], [-1.29, -0.15, -2.32], [1.38, -0.88, -1.85], [-2.82, 0.22, 0.79], [-0.55, -0.01, -0.10], [2.21, 0.06, 1.72], [1.55, -2.71, 0.54]],
  "lowdin_charge": [-0.015, -0.034, 0.012, -0.025, -0.055, -0.339, -0.558, 0.097, 0.074, 0.061, 0.083, 0.081, 0.080, 0.080, 0.079, 0.083, 0.094, 0.083, 0.119],
  "e_above_lowest_kj_mol": 151.1,
  "orbital_gap_ha": 0.40826,
  "mol_weight_g_mol": 108.14,
  "lumo_energy_ev": 1.0294
}



{
  "formula": "C4H12O3",
  "method": "the ωB97M-V functional and the def2-TZVPD basis",
  "elements": ["O", "O", "O", "C", "C", "C", "C", "H", "H", "H", "H", "H", "H", "H", "H", "H", "H", "H", "H"],
  "positions_angstrom": [[2.01, -0.08, 2.16], [4.67, 0.69, 0.42], [2.66, 1.81, -2.22], [-2.99, -0.38, 0.23], [-2.36, -1.26, -0.79], [-3.93, -0.73, 1.11], [-1.90, -0.73, -1.92], [-2.98, 0.67, -0.06], [-4.34, -1.74, 1.02], [1.76, 0.86, 2.00], [-4.29, -0.05, 1.86], [5.41, 0.75, 1.05], [3.62, 1.65, -2.11], [-1.07, -0.98, -2.57], [4.10, 0.04, 0.81], [2.45, 1.90, -1.30], [-2.47, 0.13, -2.27], [-2.05, -2.25, -0.44], [1.71, -0.31, 3.01]],
  "lowdin_charge": [-0.047, -0.058, -0.060, -0.205, -0.193, -0.003, -0.009, 0.095, 0.060, 0.061, 0.049, 0.048, 0.041, 0.056, 0.000, -0.001, 0.058, 0.095, 0.014],
  "e_above_lowest_kj_mol": 225.4,
  "orbital_gap_ha": 0.33942,
  "mol_weight_g_mol": 108.14,
  "lumo_energy_ev": 0.4671,
  "smiles": "C=CC=C.O.O.O"
}